Entry 1:
ORCA calculation (ωB97M-V with the def2-TZVPD basis set) on the molecule C4H6N2O.

Structure (ORCA input):
```
! RIJCOSX wB97M-V def2-TZVPD def2/J DEFGRID3
* xyz 0 1
C 0.89283 0.80938 1.83962
C 0.71527 0.02170 0.58535
C -0.43734 -0.74342 0.23563
C -0.42250 -0.65328 -1.12237
N -1.37573 -0.74610 -2.11747
O 0.75304 -0.16110 -1.54752
N 1.45930 0.31649 -0.44735
H 1.64705 1.57793 1.65753
H -0.06267 1.31911 2.02014
H 1.14249 0.22200 2.72234
H -1.12612 -1.24167 0.90374
H -2.25283 -0.31787 -1.84085
H -1.01082 -0.26508 -2.93235
*
```

HOMO energy	-8.74	eV
DFT total energy	-9271.311	eV
HOMO-LUMO gap	9.61	eV
M	98.10	g mol⁻¹
LUMO	0.0321	hartree
energy relative to the best compared isomer or geometry (same formula, charge and spin)	50.5	kcal/mol



Entry 2:
ORCA calculation (ωB97M-V with the def2-TZVPD basis set) on the molecule C4H6N2O.

Structure (ORCA input):
```
! RIJCOSX wB97M-V def2-TZVPD def2/J DEFGRID3
* xyz 0 1
C 1.58249 -0.06967 -1.53105
O 0.82289 0.81112 -0.72204
C -0.15594 0.27784 0.03729
C -0.97945 -0.80524 -0.07882
N -1.82013 -0.87120 1.01326
C -1.51315 0.15340 1.75924
N -0.50034 0.89708 1.21249
H 1.22769 -1.08304 -1.63440
H 2.52075 -0.43107 -1.04508
H 1.83475 0.48647 -2.43265
H -1.01557 -1.52849 -0.88112
H -1.98174 0.41855 2.69834
H -0.05536 1.71405 1.60102
*
```

HOMO energy	-8.22	eV
DFT total energy	-9271.966	eV
HOMO-LUMO gap	9.08	eV
M	98.10	g mol⁻¹
LUMO	0.0315	hartree
energy relative to the best compared isomer or geometry (same formula, charge and spin)	35.4	kcal/mol



Entry 3:
ORCA calculation (ωB97M-V with the def2-TZVPD basis set) on the molecule C4H6N2O.

Structure (ORCA input):
```
! RIJCOSX wB97M-V def2-TZVPD def2/J DEFGRID3
* xyz 0 1
N 0.88232 -0.86761 -1.73024
C 0.26130 -0.14780 -0.74595
C -1.11273 0.05084 -0.52190
C -1.22438 0.83280 0.62601
N 0.00661 1.22427 1.01445
C 0.95932 0.43776 0.34560
O 1.40176 -0.49298 1.31734
H 1.83921 -1.13227 -1.53779
H 0.34748 -1.54586 -2.24984
H -1.93442 -0.40872 -1.05261
H -2.11584 1.19125 1.11958
H 0.25904 1.54604 1.93568
H 0.50022 -0.75617 1.64446
*
```

HOMO energy	-7.34	eV
DFT total energy	-9270.601	eV
HOMO-LUMO gap	8.18	eV
M	98.10	g mol⁻¹
LUMO	0.0309	hartree
energy relative to the best compared isomer or geometry (same formula, charge and spin)	66.9	kcal/mol



Entry 4:
ORCA calculation (ωB97M-V with the def2-TZVPD basis set) on a structure of composition C4H6N2O.

Structure (ORCA input):
```
! RIJCOSX wB97M-V def2-TZVPD def2/J DEFGRID3
* xyz 0 1
C 0.38097 -1.00041 -0.32592
C -1.29173 -0.05182 0.27802
C 0.97197 0.96888 0.46030
C -0.08496 0.31068 -0.51991
O -2.14529 -1.12361 0.08593
N 0.82750 -2.05189 -0.80217
N 1.48904 2.12029 0.27353
H -2.62239 -1.38395 0.88718
H 1.82771 -2.20881 -0.65282
H 1.22432 2.55558 -0.60941
H -1.60972 0.66783 1.02370
H 1.13596 0.47313 1.42049
H -0.10338 0.72411 -1.51891
*
```

HOMO energy (alpha / beta)	-7.07 / -6.39	eV
DFT total energy	-9266.194	eV
HOMO-LUMO gap (alpha / beta)	7.37 / 6.20	eV
M	98.10	g mol⁻¹
LUMO (alpha / beta)	0.0112 / -0.0069	hartree
energy relative to the best compared isomer or geometry (same formula, charge and spin)	168.5	kcal/mol



Entry 5:
ORCA calculation (ωB97M-V with the def2-TZVPD basis set) on the molecule C4H6N2O.

Structure (ORCA input):
```
! RIJCOSX wB97M-V def2-TZVPD def2/J DEFGRID3
* xyz 0 1
O -2.25664 -0.75983 1.25302
C -1.29195 -0.46445 0.58618
N -1.30323 0.08853 -0.67034
C 0.00166 0.54532 -1.10063
C 0.88895 -0.34255 -0.22695
C 1.20036 0.06874 1.15750
N 0.07004 -0.81657 0.87631
H -2.15034 0.15773 -1.20577
H 0.12239 1.62011 -0.89386
H 0.17510 0.37649 -2.16747
H 1.46486 -1.11362 -0.72905
H 1.99426 -0.47046 1.66879
H 1.08455 1.11055 1.45227
*
```

HOMO energy	-9.68	eV
DFT total energy	-9271.942	eV
HOMO-LUMO gap	10.56	eV
M	98.10	g mol⁻¹
LUMO	0.0322	hartree
energy relative to the best compared isomer or geometry (same formula, charge and spin)	36.0	kcal/mol



Entry 6:
ORCA calculation (ωB97M-V with the def2-TZVPD basis set) on a cluster of 2 separate species, C4H6N2O in total.

Structure (ORCA input):
```
! RIJCOSX wB97M-V def2-TZVPD def2/J DEFGRID3
* xyz 0 1
C -1.25539 1.38456 -1.71056
C -0.35640 0.69899 -1.06904
C 0.59328 -0.15817 -0.71430
N 0.56156 -1.53602 -1.16300
H -1.24416 2.16477 -2.57418
H -2.22173 1.53626 -1.21850
H 1.02337 0.04257 0.27213
H -0.18060 -1.79211 -1.81069
H 0.97272 -2.17217 -0.56318
N 0.15752 0.53531 2.68456
C 0.63293 -0.52434 2.44948
O 0.88667 -1.63469 2.22714
H 0.43024 1.45504 3.19014
*
```

HOMO energy	-7.92	eV
DFT total energy	-9270.062	eV
HOMO-LUMO gap	8.59	eV
M	98.10	g mol⁻¹
LUMO	0.0245	hartree
energy relative to the best compared isomer or geometry (same formula, charge and spin)	79.3	kcal/mol



Entry 7:
ORCA calculation (ωB97M-V with the def2-TZVPD basis set) on the molecule C4H6N2O.

Structure (ORCA input):
```
! RIJCOSX wB97M-V def2-TZVPD def2/J DEFGRID3
* xyz 0 1
N -2.02158 0.56481 0.31257
C -0.71045 0.06669 0.13612
N -0.42470 -1.26637 0.33843
C 0.91019 -1.49345 0.16740
C 1.51089 -0.29778 -0.14331
C 0.48043 0.67534 -0.17478
O 0.61732 1.99918 -0.50958
H -2.30683 1.11997 -0.48862
H -2.04331 1.18912 1.11418
H -1.12946 -1.95523 0.54354
H 1.34389 -2.47456 0.29041
H 2.56520 -0.12224 -0.31528
H 1.20841 1.99454 -1.27106
*
```

HOMO energy	-7.88	eV
DFT total energy	-9272.522	eV
HOMO-LUMO gap	8.79	eV
M	98.10	g mol⁻¹
LUMO	0.0332	hartree
energy relative to the best compared isomer or geometry (same formula, charge and spin)	22.6	kcal/mol



Entry 8:
ORCA calculation (ωB97M-V with the def2-TZVPD basis set) on the molecule C4H6N2O.

Structure (ORCA input):
```
! RIJCOSX wB97M-V def2-TZVPD def2/J DEFGRID3
* xyz 0 1
N -1.86003 1.02971 -0.57212
C -0.61175 0.52175 -0.28603
C 0.45088 0.98627 0.38392
C 1.44212 -0.15056 0.49792
N 1.09311 -0.99441 -0.66289
C -0.29922 -0.92006 -0.56920
O -1.07650 -1.84462 -0.47460
H -2.54486 0.29625 -0.70972
H -2.18776 1.73752 0.07079
H 0.54630 1.91909 0.92755
H 1.15788 -0.74406 1.37033
H 2.49441 0.11696 0.56365
H 1.39543 -1.95385 -0.53959
*
```

HOMO energy	-8.69	eV
DFT total energy	-9272.517	eV
HOMO-LUMO gap	9.71	eV
M	98.10	g mol⁻¹
LUMO	0.0373	hartree
energy relative to the best compared isomer or geometry (same formula, charge and spin)	22.7	kcal/mol



Entry 9:
ORCA calculation (ωB97M-V with the def2-TZVPD basis set) on the molecule C4H6N2O.

Structure (ORCA input):
```
! RIJCOSX wB97M-V def2-TZVPD def2/J DEFGRID3
* xyz 0 1
C -1.27211 1.05318 -0.32028
C 0.95652 -0.60076 -2.46794
N 1.25488 -0.64369 -1.33080
C 1.36627 -0.64871 0.04811
C 0.24201 -0.46211 0.76844
O 0.20858 -0.38367 2.11383
N -1.02179 -0.30270 0.18272
H -0.41347 1.48407 -0.86079
H -1.53517 1.70986 0.51270
H -2.11597 1.01178 -1.01332
H 2.35967 -0.78714 0.45979
H 1.10731 -0.45025 2.46730
H -1.13674 -0.97984 -0.55975
*
```

HOMO energy	-9.13	eV
DFT total energy	-9270.862	eV
HOMO-LUMO gap	9.68	eV
M	98.10	g mol⁻¹
LUMO	0.0202	hartree
energy relative to the best compared isomer or geometry (same formula, charge and spin)	60.9	kcal/mol



Entry 10:
ORCA calculation (ωB97M-V with the def2-TZVPD basis set) on the molecule C4H6N2O.

Structure (ORCA input):
```
! RIJCOSX wB97M-V def2-TZVPD def2/J DEFGRID3
* xyz 0 1
C -1.80864 -0.55974 0.40813
C -0.39765 -0.19999 0.11076
C 0.74240 -0.91730 0.22468
N 1.80362 -0.11787 -0.13914
C 1.28763 1.12845 -0.62646
O 1.91111 2.00355 -1.17191
N -0.03169 1.09063 -0.26729
H -2.46256 -0.25367 -0.40829
H -1.89402 -1.63782 0.54836
H -2.15077 -0.06959 1.31809
H 0.86520 -1.94893 0.49348
H 2.75621 -0.42366 -0.22506
H -0.62083 1.90596 -0.26534
*
```

HOMO energy	-7.79	eV
DFT total energy	-9273.458	eV
HOMO-LUMO gap	8.62	eV
M	98.10	g mol⁻¹
LUMO	0.0304	hartree
energy relative to the best compared isomer or geometry (same formula, charge and spin)	1.0	kcal/mol



Entry 11:
ORCA calculation (ωB97M-V with the def2-TZVPD basis set) on the molecule C4H6N2O.

Structure (ORCA input):
```
! RIJCOSX wB97M-V def2-TZVPD def2/J DEFGRID3
* xyz 0 1
C -2.04913 -0.00988 -0.08500
C -0.55756 0.02257 0.00801
C 0.42158 -0.20709 -0.93641
C 1.62919 -0.05837 -0.21906
O 2.87217 -0.20013 -0.72495
N 1.43770 0.24045 1.04944
N 0.09086 0.28341 1.16648
H -2.50232 0.90139 0.32242
H -2.46155 -0.86906 0.45683
H -2.35197 -0.09590 -1.13079
H 0.29465 -0.44410 -1.98290
H 3.48451 -0.06252 0.01152
H -0.30814 0.49924 2.06441
*
```

HOMO energy	-8.73	eV
DFT total energy	-9272.679	eV
HOMO-LUMO gap	9.68	eV
M	98.10	g mol⁻¹
LUMO	0.0348	hartree
energy relative to the best compared isomer or geometry (same formula, charge and spin)	19.0	kcal/mol



Entry 12:
ORCA calculation (ωB97M-V with the def2-TZVPD basis set) on the molecule C4H6N2O.

Structure (ORCA input):
```
! RIJCOSX wB97M-V def2-TZVPD def2/J DEFGRID3
* xyz 0 3
C -0.39643 0.81918 -0.64425
C 1.60651 -0.60908 -0.61390
C -2.18524 -0.64483 0.08332
C 2.78340 -0.47850 0.25806
N 0.64766 0.12662 -0.66342
N -1.63766 0.50587 -0.14265
O -3.47664 -0.36472 0.50577
H -0.49107 1.82011 -1.15104
H 3.22840 -1.44882 0.47311
H 3.58869 0.14929 -0.12201
H 2.41014 0.07257 1.13811
H -2.23091 1.25901 -0.06186
H -3.84684 -1.20669 0.94076
*
```

HOMO energy (alpha / beta)	-5.19 / -8.84	eV
DFT total energy	-9266.191	eV
HOMO-LUMO gap (alpha / beta)	6.05 / 7.94	eV
M	98.10	g mol⁻¹
LUMO (alpha / beta)	0.0316 / -0.0330	hartree
energy relative to the best compared isomer or geometry (same formula, charge and spin)	45.6	kcal/mol



Entry 13:
ORCA calculation (ωB97M-V with the def2-TZVPD basis set) on the molecule C4H6N2O2.

Structure (ORCA input):
```
! RIJCOSX wB97M-V def2-TZVPD def2/J DEFGRID3
* xyz 0 1
N -2.71530 -0.08583 -0.01612
N -1.42665 -0.89651 0.05752
C -0.32265 -0.10546 0.23190
O -0.44143 1.24294 0.12191
C 0.83235 1.63160 -0.15224
C 1.75009 0.59699 -0.21052
C 1.08237 -0.67714 0.31881
O 1.33466 -1.91049 -0.38071
H -2.51543 0.40934 -0.99217
H -3.41949 -0.84754 -0.47806
H 0.76757 2.84705 -0.27267
H 2.85438 1.13406 -0.02019
H 1.39907 -0.80587 1.37933
H 0.82048 -2.53313 0.41322
*
```

HOMO energy	-9.02	eV
DFT total energy	-11315.254	eV
HOMO-LUMO gap	9.47	eV
M	114.10	g mol⁻¹
LUMO	0.0163	hartree
energy relative to the best compared isomer or geometry (same formula, charge and spin)	133.5	kcal/mol



Entry 14:
ORCA calculation (ωB97M-V with the def2-TZVPD basis set) on the molecule C4H6N2O2.

Structure (ORCA input):
```
! RIJCOSX wB97M-V def2-TZVPD def2/J DEFGRID3
* xyz 0 1
O -3.10734 -0.51168 -0.19910
C -1.87032 -0.58024 -0.13644
N -1.30312 0.80121 0.14525
C -0.01492 1.28231 -0.07737
O 0.01753 2.50769 -0.30009
C 1.07532 0.32452 -0.35545
C 1.50385 -0.66667 0.62531
N 1.32272 -1.09497 -0.81411
H -1.04973 -1.41780 -0.16531
H -1.99959 1.42381 0.38758
H 1.94399 0.84462 -0.74630
H 0.60737 -0.62808 1.32651
H 2.60038 -0.68257 1.03308
H 0.27387 -1.60214 -0.72357
*
```

HOMO energy	-10.41	eV
DFT total energy	-11317.029	eV
HOMO-LUMO gap	10.54	eV
M	114.10	g mol⁻¹
LUMO	0.0048	hartree
energy relative to the best compared isomer or geometry (same formula, charge and spin)	92.5	kcal/mol



Entry 15:
ORCA calculation (ωB97M-V with the def2-TZVPD basis set) on the molecule C4H6N2O2.

Structure (ORCA input):
```
! RIJCOSX wB97M-V def2-TZVPD def2/J DEFGRID3
* xyz 0 1
O -2.32172 -0.63612 -0.16044
C -1.28256 -1.19169 0.18399
C 0.04082 -0.53390 -0.02323
N 0.98225 -1.33586 0.25578
O 2.10098 -0.71399 -0.27579
N 0.18011 0.72466 -0.50895
C -0.71623 1.72610 0.02662
C 0.69277 1.75201 0.35721
H -1.22744 -2.25216 0.55271
H 2.85254 -1.06409 0.15672
H -1.12246 2.34988 -0.69470
H -1.49224 1.46698 0.73628
H 0.94935 1.51941 1.37349
H 1.26086 2.54403 -0.13006
*
```

HOMO energy	-9.30	eV
DFT total energy	-11316.698	eV
HOMO-LUMO gap	9.54	eV
M	114.10	g mol⁻¹
LUMO	0.0088	hartree
energy relative to the best compared isomer or geometry (same formula, charge and spin)	100.2	kcal/mol



Entry 16:
ORCA calculation (ωB97M-V with the def2-TZVPD basis set) on a cluster of 2 separate species, C4H6N2O2 in total.

Structure (ORCA input):
```
! RIJCOSX wB97M-V def2-TZVPD def2/J DEFGRID3
* xyz 0 1
N -2.91465 0.85974 0.32266
N -3.94636 0.56481 0.01377
O -5.01047 0.27195 -0.26725
O -2.04775 -1.69792 0.07675
C -0.96430 -1.04341 0.02427
C -0.38762 -0.30617 -1.12212
C 0.34227 0.57287 -0.02702
C 0.06014 -0.58241 1.00678
H 0.47871 -0.87738 -1.44914
H -1.03082 0.29283 -1.82322
H 1.38314 0.78447 -0.16406
H -0.18213 1.53571 0.13727
H -0.32533 -0.26671 1.93321
H 0.80448 -1.28566 1.08039
*
```

HOMO energy	-9.70	eV
DFT total energy	-11316.993	eV
HOMO-LUMO gap	10.59	eV
M	114.10	g mol⁻¹
LUMO	0.0326	hartree
energy relative to the best compared isomer or geometry (same formula, charge and spin)	93.4	kcal/mol



Entry 17:
ORCA calculation (ωB97M-V with the def2-TZVPD basis set) on a cluster of 2 separate species, C4H6N2O2 in total.

Structure (ORCA input):
```
! RIJCOSX wB97M-V def2-TZVPD def2/J DEFGRID3
* xyz 0 1
C 0.84712 -2.94245 -1.25239
C 0.47884 -4.26981 -1.29349
N -0.89360 -4.25663 -1.31392
C -1.29577 -2.95422 -1.28517
N -0.26113 -2.12960 -1.24743
H 1.85601 -2.53067 -1.22608
H 1.05305 -5.19615 -1.30958
H -1.50486 -5.07635 -1.34511
H -2.34678 -2.66541 -1.29336
O -3.38609 0.32463 -1.22914
C -2.64080 1.27161 -1.19250
O -1.29519 1.20156 -1.17398
H -2.95712 2.33323 -1.16889
H -1.06972 0.23168 -1.19651
*
```

HOMO energy	-9.08	eV
DFT total energy	-11320.662	eV
HOMO-LUMO gap	9.86	eV
M	114.10	g mol⁻¹
LUMO	0.0289	hartree
energy relative to the best compared isomer or geometry (same formula, charge and spin)	8.8	kcal/mol



Entry 18:
ORCA calculation (ωB97M-V with the def2-TZVPD basis set) on the molecule C4H6N2O2.

Structure (ORCA input):
```
! RIJCOSX wB97M-V def2-TZVPD def2/J DEFGRID3
* xyz 0 1
C 0.73063 0.43807 -0.99159
C -0.04479 0.53993 0.22317
C 0.97726 -0.00511 1.28071
C -1.23722 -0.54162 0.30117
O 1.20041 -0.71324 -1.42836
N -0.79957 1.62197 0.63189
N -1.66167 -1.28145 -0.61749
O 1.48704 -1.10170 1.21366
H 1.24471 -1.34906 -0.67382
H 0.88083 1.27108 -1.66954
H -1.05148 2.20262 -0.16784
H -1.18038 -1.23879 -1.51206
H 1.12617 0.69174 2.11874
H -1.67195 -0.53444 1.29137
*
```

HOMO energy (alpha / beta)	-7.56 / -9.33	eV
DFT total energy	-11315.590	eV
HOMO-LUMO gap (alpha / beta)	6.20 / 8.92	eV
M	114.10	g mol⁻¹
LUMO (alpha / beta)	-0.0499 / -0.0151	hartree
energy relative to the best compared isomer or geometry (same formula, charge and spin)	125.7	kcal/mol



Entry 19:
ORCA calculation (ωB97M-V with the def2-TZVPD basis set) on the molecule C4H6N2O2.

Structure (ORCA input):
```
! RIJCOSX wB97M-V def2-TZVPD def2/J DEFGRID3
* xyz 0 1
C 1.91611 -1.32925 -0.18604
N 1.38846 -0.38041 0.83342
N 0.29024 0.34207 0.51894
C -0.33346 0.16540 -0.54264
C -1.63431 0.87572 -0.66027
O -2.39825 0.82837 -1.64757
C -2.18680 1.55780 0.51449
O -3.22544 2.13191 0.43596
H 2.86732 -1.84438 0.25430
H 1.11111 -2.14900 -0.37402
H 2.26824 -0.85949 -1.15058
H 1.80952 -0.19500 1.79683
H -0.04286 -0.46984 -1.41466
H -1.82989 1.32612 1.62185
*
```

HOMO energy	-9.47	eV
DFT total energy	-11317.338	eV
HOMO-LUMO gap	8.91	eV
M	114.10	g mol⁻¹
LUMO	-0.0204	hartree
energy relative to the best compared isomer or geometry (same formula, charge and spin)	85.4	kcal/mol